Entry 1:
# C3H3ClNO

The ion C3H3ClNO with charge +1 at a distorted geometry (ωB97M-V with the def2-TZVPD basis set, OMol25).

Results
- ΔE to the lowest compared entry with this formula, charge and spin (eV) = 2.422
- total charge = +1
- orbital gap (eV) = 8.740
- E_LUMO (eV) = -7.62
- SMILES = O=[N+]1C=C[C@H]1Cl

Element x y z (Å)
1 O -0.85 -2.04 0.21
2 N -0.23 -1.04 0.17
3 C 0.87 -0.61 -0.50
4 C 0.70 0.74 -0.28
5 C -0.57 0.47 0.51
6 Cl -2.12 0.96 -0.17
7 H 1.58 -1.27 -1.04
8 H 0.97 1.81 -0.52
9 H -0.35 0.98 1.63

***

Entry 2:
# C4H6N8

A cluster of 2 separate species, C4H6N8 in total (ωB97M-V with the def2-TZVPD basis set, OMol25).

Results
- ΔE to the lowest compared entry with this formula, charge and spin (eV) = 2.820
- total charge = 0
- orbital gap (eV) = 8.041
- E_LUMO (eV) = -0.99
- SMILES = N=c1[nH]nn[nH]1.N=C1N=CC=N1

Element x y z (Å)
1 N 1.03 -0.69 0.73
2 C 2.20 -0.36 0.31
3 N 3.14 -0.94 -0.52
4 N 4.25 -0.18 -0.66
5 N 4.09 0.86 0.04
6 N 2.88 0.79 0.63
7 H 0.73 -1.59 0.35
8 H 3.08 -1.82 -1.01
9 H 2.56 1.53 1.24
10 N -4.10 -1.40 0.14
11 C -3.31 -0.42 -0.01
12 N -3.77 0.93 -0.12
13 C -2.70 1.61 -0.26
14 C -1.51 0.72 -0.24
15 N -1.87 -0.50 -0.09
16 H -3.54 -2.24 0.18
17 H -2.70 2.69 -0.38
18 H -0.47 1.02 -0.34

***

Entry 3:
# C58H149N11O18

A cluster of 11 separate species, C58H149N11O18 in total at a distorted geometry (ωB97M-V with the def2-TZVPD basis set, OMol25).

Results
- total charge = +1
- orbital gap (spin up / spin down) (eV) = 7.967 / 2.861
- E_LUMO (spin up / spin down) (eV) = -2.10 / -7.20
- ⟨S²⟩ = 0.755
- spin multiplicity = 2

Element x y z (Å)
1 C 0.25 2.53 1.35
2 O -0.50 1.35 1.23
3 C -0.24 0.36 2.14
4 C -1.33 -0.72 2.03
5 N -1.25 -1.35 0.68
6 C -2.47 -2.02 0.39
7 C -2.50 -2.45 -1.04
8 O -2.61 -1.24 -1.81
9 C -2.39 -1.43 -3.23
10 H 1.15 2.35 0.76
11 H 0.44 2.84 2.38
12 H -0.35 3.32 0.90
13 H -0.33 0.89 3.09
14 H 0.78 -0.01 2.12
15 H -2.31 -0.24 2.01
16 H -1.39 -1.40 2.89
17 H -1.22 -0.62 -0.01
18 H -3.34 -1.37 0.46
19 H -2.49 -2.84 1.11
20 H -3.32 -3.16 -1.13
21 H -1.60 -2.98 -1.32
22 H -2.86 -2.35 -3.56
23 H -1.32 -1.40 -3.44
24 H -2.81 -0.58 -3.76
25 C 5.85 6.93 -1.62
26 O 5.22 6.65 -0.35
27 C 5.33 5.37 0.12
28 C 4.19 5.02 1.08
29 N 2.90 4.93 0.38
30 C 2.37 6.12 -0.29
31 C 2.30 7.40 0.60
32 O 1.33 8.35 0.19
33 C 1.25 9.44 1.08
34 H 5.21 6.64 -2.46
35 H 6.81 6.43 -1.78
36 H 5.92 8.01 -1.67
37 H 6.23 5.23 0.72
38 H 5.32 4.60 -0.66
39 H 4.27 5.67 1.95
40 H 4.39 4.01 1.43
41 H 3.06 4.22 -0.31
42 H 1.32 5.93 -0.53
43 H 2.83 6.25 -1.27
44 H 3.26 7.89 0.44
45 H 2.27 7.17 1.66
46 H 0.59 10.17 0.60
47 H 2.24 9.84 1.26
48 H 0.89 9.20 2.08
49 C 3.90 -3.88 -6.71
50 O 4.78 -3.80 -5.59
51 C 4.05 -3.28 -4.45
52 C 4.98 -3.18 -3.19
53 N 5.42 -4.34 -2.40
54 C 4.41 -5.26 -1.84
55 C 3.46 -4.57 -0.81
56 O 2.41 -3.90 -1.50
57 C 1.47 -3.28 -0.71
58 H 3.82 -2.86 -7.08
59 H 2.95 -4.34 -6.47
60 H 4.26 -4.57 -7.48
61 H 3.30 -3.98 -4.07
62 H 3.57 -2.32 -4.64
63 H 4.50 -2.47 -2.52
64 H 5.89 -2.68 -3.52
65 H 6.08 -4.87 -2.95
66 H 4.98 -6.06 -1.36
67 H 3.79 -5.69 -2.63
68 H 3.95 -3.93 -0.07
69 H 2.93 -5.32 -0.22
70 H 0.73 -3.01 -1.47
71 H 1.87 -2.32 -0.37
72 H 1.08 -3.88 0.11
73 C -3.69 3.45 -0.32
74 O -4.87 2.77 0.22
75 C -4.80 1.41 -0.12
76 C -6.04 0.70 0.60
77 N -5.88 0.87 2.05
78 C -7.01 0.30 2.83
79 C -6.81 0.40 4.32
80 O -7.59 1.39 5.05
81 C -6.95 1.60 6.33
82 H -3.77 4.53 -0.28
83 H -3.58 3.12 -1.36
84 H -2.75 3.32 0.22
85 H -3.87 0.92 0.16
86 H -4.94 1.37 -1.20
87 H -6.00 -0.36 0.38
88 H -6.95 1.14 0.20
89 H -5.90 1.88 2.10
90 H -7.21 -0.75 2.61
91 H -7.89 0.87 2.51
92 H -5.73 0.49 4.47
93 H -6.97 -0.53 4.85
94 H -7.49 2.36 6.89
95 H -5.97 2.06 6.24
96 H -6.85 0.75 7.01
97 C -1.28 2.72 -3.06
98 O 0.13 2.47 -2.82
99 C 0.93 3.53 -2.37
100 C 2.37 3.35 -2.80
101 N 3.27 2.70 -1.81
102 C 2.93 1.35 -1.44
103 C 3.78 0.67 -0.41
104 O 5.03 0.23 -0.97
105 C 5.55 -0.92 -0.27
106 H -1.66 3.20 -2.16
107 H -1.97 1.88 -3.19
108 H -1.44 3.28 -3.98
109 H 0.76 3.83 -1.34
110 H 0.71 4.45 -2.92
111 H 2.75 4.30 -3.18
112 H 2.37 2.82 -3.76
113 H 4.24 2.65 -2.06
114 H 3.03 0.66 -2.29
115 H 1.92 1.36 -1.04
116 H 3.24 -0.15 0.07
117 H 3.93 1.30 0.46
118 H 6.52 -1.26 -0.64
119 H 4.85 -1.75 -0.34
120 H 5.75 -0.72 0.78
121 C -2.78 5.53 8.25
122 O -1.60 5.27 7.48
123 C -0.67 6.33 7.73
124 C 0.45 6.23 6.73
125 N -0.17 6.37 5.39
126 C 0.78 5.89 4.37
127 C 0.06 6.06 3.03
128 O -1.12 5.19 3.02
129 C -2.07 5.54 1.98
130 H -2.78 5.44 9.33
131 H -3.36 4.65 7.99
132 H -3.22 6.48 7.95
133 H -0.29 6.32 8.75
134 H -1.05 7.32 7.51
135 H 0.92 5.27 6.95
136 H 1.16 7.03 6.93
137 H -1.04 5.86 5.32
138 H 1.09 4.88 4.63
139 H 1.65 6.53 4.26
140 H 0.69 5.82 2.17
141 H -0.15 7.12 2.91
142 H -2.40 6.57 2.08
143 H -2.93 4.87 2.00
144 H -1.59 5.58 1.00
145 C 1.87 -8.78 7.89
146 O 2.75 -7.68 7.64
147 C 2.21 -6.66 6.85
148 C 3.07 -5.41 6.95
149 N 2.57 -4.45 5.89
150 C 3.21 -3.11 6.23
151 C 2.81 -2.08 5.12
152 O 3.41 -2.36 3.93
153 C 2.79 -1.77 2.78
154 H 1.52 -9.24 6.97
155 H 1.01 -8.55 8.53
156 H 2.33 -9.58 8.48
157 H 1.17 -6.50 7.13
158 H 2.33 -7.06 5.84
159 H 4.14 -5.62 6.91
160 H 2.87 -4.98 7.93
161 H 2.73 -4.78 4.95
162 H 4.29 -3.20 6.34
163 H 2.67 -2.79 7.12
164 H 3.07 -1.04 5.33
165 H 1.73 -2.10 4.95
166 H 1.74 -2.01 2.66
167 H 3.26 -2.12 1.87
168 H 2.95 -0.69 2.79
169 C -0.25 -8.33 -6.09
170 C -0.17 -6.89 -6.80
171 C 0.62 -5.89 -5.88
172 O -0.18 -5.81 -4.69
173 C 0.30 -4.78 -3.78
174 N 0.56 -6.96 -8.02
175 H -0.70 -8.34 -5.10
176 H 0.74 -8.74 -5.87
177 H -0.74 -9.08 -6.70
178 H -1.17 -6.50 -7.00
179 H 0.68 -4.87 -6.26
180 H 1.61 -6.28 -5.67
181 H 1.38 -4.82 -3.66
182 H -0.11 -4.97 -2.78
183 H 0.03 -3.79 -4.15
184 H 1.44 -7.43 -7.85
185 H 0.05 -7.59 -8.63
186 C -2.74 2.14 3.86
187 C -2.42 2.76 5.23
188 C -0.96 2.42 5.72
189 O -0.82 1.03 5.89
190 C 0.44 0.61 6.40
191 N -2.65 4.19 5.16
192 H -1.85 2.31 3.25
193 H -3.63 2.57 3.40
194 H -2.97 1.08 3.98
195 H -3.18 2.35 5.88
196 H -0.75 2.89 6.67
197 H -0.20 2.70 4.99
198 H 0.80 1.09 7.30
199 H 1.27 0.69 5.69
200 H 0.47 -0.46 6.58
201 H -2.39 4.72 5.98
202 H -2.17 4.60 4.37
203 C -6.03 -2.17 -3.34
204 C -6.41 -3.20 -4.42
205 C -5.40 -4.32 -4.64
206 O -4.22 -3.76 -5.10
207 C -3.18 -4.71 -5.24
208 N -7.66 -3.81 -4.00
209 H -5.02 -1.84 -3.55
210 H -6.12 -2.61 -2.34
211 H -6.83 -1.43 -3.43
212 H -6.57 -2.71 -5.38
213 H -5.83 -4.98 -5.39
214 H -5.39 -4.96 -3.76
215 H -2.78 -4.93 -4.25
216 H -2.36 -4.31 -5.82
217 H -3.61 -5.62 -5.66
218 H -8.40 -3.13 -4.07
219 H -7.95 -4.44 -4.73
220 C 0.36 -1.11 -9.67
221 C 1.11 -2.01 -8.73
222 C 0.64 -1.78 -7.27
223 O 1.03 -0.44 -6.95
224 C 0.78 0.01 -5.62
225 N 0.95 -3.41 -9.18
226 H -0.69 -1.29 -9.42
227 H 0.56 -1.17 -10.74
228 H 0.58 -0.06 -9.52
229 H 2.15 -1.70 -8.80
230 H 1.10 -2.52 -6.62
231 H -0.43 -1.93 -7.15
232 H 1.23 -0.59 -4.83
233 H -0.30 -0.09 -5.49
234 H 1.16 1.03 -5.58
235 H 1.39 -3.43 -10.09
236 H 1.54 -3.95 -8.57